Record 1
{"formula": "C16H32O3PPm", "method": "the ωB97M-V functional and the def2-TZVPD basis", "species": ["Pm", "P", "O", "O", "O", "C", "C", "C", "C", "C", "C", "C", "C", "C", "C", "C", "C", "C", "C", "C", "C", "H", "H", "H", "H", "H", "H", "H", "H", "H", "H", "H", "H", "H", "H", "H", "H", "H", "H", "H", "H", "H", "H", "H", "H", "H", "H", "H", "H", "H", "H", "H", "H"], "coordinates": [[-1.46571, -0.15236, -0.65869], [0.83468, 0.52470, 2.65606], [0.24028, 1.25395, 3.98375], [1.18343, -1.05919, 2.87357], [-0.46282, 0.40358, 1.65812], [-1.98420, -3.34200, -0.99441], [0.16301, 2.51158, -0.32665], [-0.31925, -0.53519, -2.90019], [0.71028, -0.94792, -2.01590], [-1.72413, -0.19522, 2.20329], [-1.45259, -1.42192, -2.71347], [2.01803, -1.69343, 3.88078], [-2.86187, -1.16232, -3.14214], [1.00899, -2.71000, -0.14060], [0.23121, -2.02496, -1.21905], [-0.19324, 0.57119, -3.88446], [1.14235, 1.99877, 0.71021], [2.09707, -0.36885, -2.01180], [0.72976, 3.81033, -0.98869], [-0.13139, 2.68171, 3.91142], [-1.09996, -2.33911, -1.65048], [-1.62881, -1.30077, 2.21691], [-2.87121, -0.55781, -4.06332], [-1.84237, -4.32950, -1.46725], [1.64869, -1.46624, 4.88511], [-1.92377, 0.17653, 3.23054], [-2.60067, 0.11360, 1.56135], [-3.50502, -0.60337, -2.41258], [2.09577, 0.72591, -1.82179], [1.37541, 4.34250, -0.28548], [1.34390, 3.57477, -1.86846], [1.95379, -2.77588, 3.77028], [2.71868, -0.82803, -1.22565], [2.07175, -2.42883, -0.18564], [-0.14414, 1.87602, -1.20060], [-0.04544, 4.51534, -1.33761], [3.06117, -1.37069, 3.78328], [-0.20301, 3.04160, 4.94582], [2.10989, 1.28692, 2.52247], [-1.15346, 0.79759, -4.36777], [-3.33686, -2.13814, -3.33892], [0.64351, 3.28145, 3.38910], [-3.04851, -3.07213, -1.07333], [-0.74822, 2.81157, 0.21453], [-1.76881, -3.44732, 0.08517], [0.15650, 1.48277, -3.38841], [0.53930, 0.32297, -4.67024], [-1.10989, 2.83089, 3.42279], [1.38445, 2.79787, 1.40718], [0.66913, -2.42247, 0.86601], [1.89529, 1.29566, 0.34928], [2.64539, -0.52082, -2.97165], [0.95366, -3.81528, -0.20174]], "lowdin_charge": [1.94, 0.76, -0.29, -0.30, -0.49, -0.02, -0.37, -0.32, -0.26, -0.11, -0.34, -0.04, -0.03, 0.00, -0.29, -0.01, -0.20, 0.00, -0.08, -0.05, -0.36, 0.10, 0.10, 0.12, 0.10, 0.12, 0.07, 0.08, 0.08, 0.08, 0.08, 0.10, 0.08, 0.09, 0.03, 0.09, 0.10, 0.11, 0.08, 0.09, 0.12, 0.09, 0.09, 0.09, 0.09, 0.08, 0.12, 0.10, 0.04, 0.07, 0.03, 0.12, 0.12], "homo_energy_ev": [-13.0, -13.0], "lumo_ev": [-7.50, -7.03], "spin_multiplicity": 5, "charge": 2}

Record 2
{"formula": "C16H33BBrF4N5O3", "method": "the ωB97M-V functional and the def2-TZVPD basis", "species": ["Br", "F", "F", "F", "F", "O", "O", "O", "N", "N", "N", "N", "N", "C", "C", "C", "C", "C", "C", "C", "C", "C", "C", "C", "C", "C", "C", "C", "C", "B", "H", "H", "H", "H", "H", "H", "H", "H", "H", "H", "H", "H", "H", "H", "H", "H", "H", "H", "H", "H", "H", "H", "H", "H", "H", "H", "H", "H", "H", "H", "H", "H", "H"], "coordinates": [[1.23958, 1.16578, 1.62712], [-2.15388, -2.88971, -0.01475], [-4.26875, -1.28165, -1.61062], [-3.44095, -1.33055, 0.63829], [-2.68188, -2.50329, -2.35881], [0.12146, 0.41692, -2.72245], [-1.50937, -2.05350, 2.58738], [-1.42404, 0.74420, 0.09548], [0.38976, -3.33700, 0.91320], [-1.56120, 3.63686, 0.24556], [-4.64584, 2.66979, 0.58765], [1.12427, 0.25596, 0.02138], [-1.52073, 0.35783, 2.89365], [4.05339, -0.83040, 1.13746], [2.46103, 1.80440, -1.26616], [-3.59818, 1.71066, 0.97062], [3.75664, 0.30577, 0.14882], [2.42311, 0.33889, -0.65199], [5.45293, -0.58208, 1.74232], [0.27392, -0.92480, -0.07073], [0.97093, -1.99199, 0.89192], [1.04788, -0.42118, -3.61264], [-2.62304, 1.38493, -0.20910], [-2.15180, 2.77464, -0.77790], [-1.25182, -0.64210, 0.34874], [0.39741, -1.70615, -1.40167], [-2.33917, -1.58450, -0.18566], [-2.92258, -1.39005, -1.63516], [-0.07770, -0.94125, -2.68391], [-1.44771, -0.82458, 1.98347], [4.12138, -1.76597, 0.56963], [1.92874, -2.14888, 0.38612], [2.59327, -0.29379, -1.51604], [-2.45106, 0.33065, 3.30708], [5.81300, -1.42678, 2.32541], [3.32304, -0.94134, 1.93583], [3.99939, 1.24313, 0.65283], [2.97451, 1.78836, -2.23256], [4.54048, 0.23354, -0.61708], [-1.33271, 2.52585, -1.46271], [1.21730, -1.60583, 1.88009], [-0.80744, 0.30658, 3.61229], [-3.06686, 2.14095, 1.81524], [-2.94114, 3.26133, -1.34180], [-2.20759, 4.34205, 0.57272], [1.45060, 2.19068, -1.37345], [-1.22623, 3.09729, 1.03547], [0.58390, -0.15916, -4.55787], [-4.12956, 0.82432, 1.32784], [-4.34773, 3.61300, 0.78803], [1.41250, -2.01038, -1.63622], [6.14764, -0.35946, 0.92852], [5.39879, 0.33592, 2.33360], [-3.29010, 1.01828, -1.00510], [-0.22847, -2.59750, -1.40075], [1.90917, 0.13738, -3.27425], [2.98850, 2.50884, -0.62197], [0.34834, -3.70751, 1.85030], [-2.57536, -0.50210, -2.16072], [0.88053, -3.98304, 0.31356], [-1.28310, -1.96398, 3.52262], [-4.90478, 2.56863, -0.38506], [-0.93268, -1.33289, -3.20307]], "lowdin_charge": [1.00, 0.15, 0.09, 0.08, 0.08, -0.10, 0.16, -0.08, 0.03, 0.02, 0.01, -0.41, 0.11, -0.28, -0.07, -0.22, -0.24, -0.41, -0.11, -0.33, -0.22, 0.04, -0.31, -0.20, -0.16, -0.05, -0.36, -0.29, -0.28, -0.56, 0.10, 0.09, 0.11, 0.08, 0.07, 0.07, 0.08, 0.08, 0.12, 0.10, 0.09, 0.05, 0.09, 0.11, 0.06, 0.07, 0.04, 0.10, 0.10, 0.05, 0.12, 0.07, 0.07, 0.13, 0.12, 0.08, 0.06, 0.07, 0.15, 0.08, 0.12, 0.06, 0.11], "homo_energy_ev": -8.1, "smiles": "CCC[C@H](C)N(Br)[C@](CN)(C[C@@H]1CO1)[C@](OC(CN)CN)(B(N)O)C(F)(F)C(F)F", "lumo_ev": 0.18, "spin_multiplicity": 1}